Formula: C39H56IMnN4O2S2Se
Source: the OMol25 dataset
Level of theory: ωB97M-V/def2-TZVPD

As for the charge: -1. Its relative energy (zero: lowest compared OMol25 entry of this formula, charge and spin) is 12.6 kJ/mol. Its largest force on an atom is 0.238 eV Å⁻¹. For the frontier orbital gap (alpha / beta), the calculation gives 0.25658 / 0.26130 Ha. The expectation value of S² is 8.756. As for the calculated total energy: -6536.0234 hartree. As for the spin multiplicity: 6.

```
106
C39H56IMnN4O2S2Se ωB97M-V/def2-TZVPD
Mn -0.230 0.324 -0.416
C 4.031 -5.849 -2.548
C 4.477 -4.407 -2.822
C 5.663 -4.102 -1.906
C 4.948 -4.295 -4.279
C 3.312 -3.449 -2.579
C 3.378 -2.390 -1.690
C 2.286 -1.563 -1.487
Se 2.489 -0.045 -0.319
C 2.345 -0.923 1.383
C 3.491 -1.542 1.854
C 3.472 -2.279 3.023
C 2.259 -2.326 3.696
C 1.085 -1.705 3.281
C 1.106 -0.972 2.061
O 0.026 -0.409 1.533
C -0.144 -1.967 4.176
C -0.466 -3.471 4.159
C 0.167 -1.530 5.619
C -1.416 -1.225 3.772
C 4.672 -3.066 3.542
C 5.023 -2.613 4.966
C 5.906 -2.871 2.660
C 4.324 -4.561 3.554
C 1.050 -1.751 -2.148
O 0.022 -0.986 -1.894
C 0.990 -2.800 -3.113
C 2.117 -3.595 -3.285
C -0.197 -3.005 -4.079
C -0.426 -4.490 -4.399
C -1.547 -2.471 -3.582
C 0.147 -2.269 -5.384
H 4.864 -6.542 -2.700
H 3.221 -6.147 -3.218
H 3.674 -5.952 -1.520
H 6.466 -4.818 -2.096
H 5.378 -4.182 -0.855
H 6.060 -3.100 -2.080
H 5.774 -4.987 -4.470
H 5.288 -3.281 -4.495
H 4.142 -4.533 -4.975
H 4.283 -2.188 -1.132
H 4.395 -1.450 1.267
H 2.213 -2.921 4.600
H 0.372 -4.070 4.517
H -0.694 -3.803 3.145
H -1.330 -3.675 4.798
H 1.006 -2.074 6.051
H -0.706 -1.705 6.254
H 0.406 -0.464 5.651
H -1.761 -1.509 2.780
H -1.258 -0.146 3.801
H -2.203 -1.467 4.493
H 5.288 -1.554 4.978
H 5.871 -3.187 5.352
H 4.183 -2.755 5.647
H 6.207 -1.822 2.616
H 5.725 -3.219 1.640
H 6.741 -3.446 3.066
H 3.471 -4.767 4.202
H 5.174 -5.149 3.912
H 4.062 -4.899 2.550
H 2.070 -4.380 -4.031
H -0.685 -5.043 -3.497
H 0.437 -4.976 -4.852
H -1.256 -4.581 -5.104
H -1.826 -2.917 -2.624
H -2.312 -2.741 -4.317
H -1.545 -1.395 -3.450
H 1.062 -2.668 -5.829
H 0.301 -1.205 -5.192
H -0.666 -2.375 -6.109
S -2.837 -0.203 -0.426
C -3.152 0.957 0.788
N -4.207 1.778 0.660
C -4.472 2.895 1.555
C -3.167 3.362 2.178
C -2.461 2.176 2.806
N -2.374 1.081 1.851
H -4.675 1.720 -0.228
H -5.186 2.596 2.330
H -4.928 3.694 0.970
H -3.361 4.125 2.933
H -2.526 3.784 1.403
H -2.986 1.841 3.708
H -1.442 2.443 3.088
H -1.563 0.460 1.905
I -0.400 3.077 -0.623
N -0.674 -3.050 0.398
C -0.127 -4.249 0.127
S 1.312 -4.750 0.796
N -0.908 -5.005 -0.715
C -0.653 -6.304 -1.193
C 0.596 -6.663 -1.689
C 0.791 -7.934 -2.201
C -0.253 -8.850 -2.249
C -1.502 -8.482 -1.776
C -1.701 -7.216 -1.243
H -0.127 -2.388 0.930
H -1.334 -2.623 -0.238
H -1.861 -4.690 -0.816
H 1.392 -5.935 -1.678
H 1.770 -8.203 -2.581
H -0.093 -9.840 -2.658
H -2.328 -9.182 -1.811
H -2.674 -6.933 -0.856
```

Atom charges from the Löwdin analysis, given in e for atoms 1 to 6: Mn 0.28; C -0.06; C -0.55; C -0.07; C -0.05; C -0.18

***

Formula: C39H57N5P2SSc
Source: the OMol25 dataset
Level of theory: ωB97M-V/def2-TZVPD

As for the charge: +1. Its relative energy (zero: lowest compared OMol25 entry of this formula, charge and spin) is 0.0 kJ/mol. Its largest force on an atom is 0.687 eV Å⁻¹. For the frontier orbital gap, the calculation gives 0.27741 Ha. As for the calculated total energy: -3635.6337 hartree.

```
105
C39H57N5P2SSc ωB97M-V/def2-TZVPD
Sc -0.347 -0.167 -0.141
C -3.318 -0.430 -0.806
C -2.778 -0.336 -2.229
N -1.308 -0.121 -2.255
C -0.621 -0.946 -3.271
C 0.223 -2.065 -2.630
N -0.298 -2.380 -1.307
C -1.565 -3.117 -1.333
C -2.444 -2.695 -0.164
N -2.417 -1.237 0.056
H -3.355 0.564 -0.363
H -4.334 -0.837 -0.814
H -3.006 -1.252 -2.768
H -3.295 0.469 -2.756
H -1.144 0.867 -2.470
H -1.352 -1.361 -3.967
H 0.036 -0.316 -3.862
H 0.239 -2.938 -3.290
H 1.255 -1.742 -2.499
H 0.391 -2.907 -0.786
H -2.058 -2.933 -2.286
H -1.406 -4.197 -1.280
H -3.467 -3.060 -0.305
H -2.047 -3.157 0.740
H -2.730 -1.076 1.005
C 0.527 -0.979 5.281
C 0.427 -0.017 4.097
C 1.834 0.341 3.621
P -0.615 -0.674 2.703
C -2.280 -0.761 3.577
C -3.037 0.518 3.190
C -3.181 -1.992 3.407
C 0.106 -2.315 2.388
C -0.217 -3.503 3.050
C 0.351 -4.711 2.688
C 1.275 -4.734 1.648
C 1.639 -3.565 1.009
C 1.084 -2.322 1.369
N 1.429 -1.134 0.689
C 2.786 -0.945 0.392
C 3.805 -1.561 1.146
C 5.141 -1.378 0.856
C 5.535 -0.561 -0.200
C 4.555 0.089 -0.921
C 3.197 -0.084 -0.643
P 1.954 0.990 -1.413
C 2.503 2.640 -0.705
C 2.689 2.535 0.808
C 1.580 3.817 -1.028
C 2.565 1.180 -3.178
C 1.648 2.026 -4.068
C 2.910 -0.137 -3.879
H 1.106 -0.506 6.077
H 1.054 -1.889 4.986
H -0.435 -1.264 5.707
H -0.091 0.896 4.413
H 2.383 -0.563 3.348
H 2.382 0.831 4.427
H 1.834 0.998 2.755
H -2.055 -0.675 4.639
H -3.928 0.619 3.813
H -3.364 0.514 2.145
H -2.426 1.413 3.320
H -3.234 -2.373 2.388
H -4.200 -1.728 3.701
H -2.873 -2.820 4.038
H -0.910 -3.478 3.876
H 0.090 -5.619 3.215
H 1.729 -5.670 1.346
H 2.394 -3.594 0.230
H 3.539 -2.198 1.980
H 5.886 -1.874 1.465
H 6.582 -0.423 -0.436
H 4.850 0.762 -1.720
H 3.484 2.812 -1.160
H 1.764 2.202 1.277
H 2.920 3.521 1.219
H 3.490 1.852 1.084
H 0.569 3.636 -0.664
H 1.523 4.039 -2.089
H 1.963 4.712 -0.532
H 3.497 1.737 -3.061
H 1.473 3.022 -3.676
H 0.669 1.567 -4.204
H 2.104 2.129 -5.055
H 2.020 -0.641 -4.256
H 3.452 -0.828 -3.234
H 3.539 0.074 -4.746
S -2.144 4.339 0.592
C -1.203 3.736 1.868
C -0.702 2.509 1.566
C -1.074 1.966 0.281
C -1.896 2.887 -0.337
C -2.516 2.943 -1.680
C -3.832 3.391 -1.838
C -4.360 3.524 -3.109
C -3.572 3.196 -4.202
C -2.290 2.737 -3.959
N -1.765 2.612 -2.738
H -1.044 4.318 2.765
H -0.070 1.988 2.275
H -4.421 3.635 -0.963
H -5.375 3.877 -3.245
H -3.938 3.294 -5.215
H -1.640 2.457 -4.783
```

Atom charges from the Löwdin analysis, given in e for atoms 1 to 6: Sc 0.84; C -0.16; C -0.15; N -0.11; C -0.16; C -0.18